# C6H10ClN2P

One molecule with the formula C6H10ClN2P (ωB97M-V/def2-TZVPD, the Open Molecules 2025 dataset).

The calculation puts the energy above the lowest of the compared OMol25 structures with the same formula, charge and spin at 0.0 kJ/mol. The value obtained for the electronic energy is -31173.8616 eV. The calculation puts the LUMO energy at 0.8204 eV. The SMILES is CN1N=C2CCC[C@@H]2P1Cl. For the HOMO energy, the calculation gives -8.29 eV. The spin multiplicity is 1. Its HOMO-LUMO gap is 9.113 eV.

Atoms and positions in Å:
C: -0.15 0.18 -0.72
C: -1.00 -0.69 -1.56
C: -1.18 -1.95 -0.72
C: -0.14 -1.87 0.46
C: 0.80 -0.85 -0.04
C: 0.17 2.87 1.33
N: -0.18 1.36 -0.31
N: 0.67 1.69 0.67
P: 1.88 0.54 1.18
Cl: 3.36 1.07 -0.13
H: -1.87 -0.25 -1.91
H: -0.51 -0.76 -2.53
H: -2.16 -1.94 -0.34
H: -0.80 -2.73 -1.27
H: -0.65 -1.62 1.45
H: 0.27 -2.97 0.65
H: 1.48 -1.29 -0.76
H: 0.50 2.82 2.34
H: 0.39 3.75 0.77
H: -0.91 2.68 1.44